8 unconnected molecules or ions with the total composition C57H39F5O21 in a non-equilibrium geometry. Source: the OMol25 dataset; level of theory: ωB97M-V/def2-TZVPD.

Properties
**M**: 1154.91 g mol⁻¹
**DFT total energy**: -4274.52356 hartree
**Multiplicity**: 2
**HOMO level (alpha / beta)**: -11.1 / -11.1 eV
**Orbital gap (alpha / beta)**: 6.3 / 2.6 eV
**Net charge**: +1

XYZ file:
```
122
C57H39F5O21, DFT ωB97M-V/def2-TZVPD
F 4.901 5.212 -0.379
F 0.329 -1.990 -7.510
F -3.862 -4.322 6.837
F -0.410 9.413 1.220
F -1.437 4.641 2.795
O 0.313 2.461 4.187
O -2.180 -3.416 3.094
O 3.514 -5.145 4.334
O 0.733 6.615 0.851
O 0.467 -0.462 -11.113
O 4.320 -4.903 -0.974
O -1.154 -0.238 -9.555
O -2.440 1.723 0.676
O 5.547 3.872 1.200
O 4.202 5.170 2.318
O -5.158 -1.808 -2.579
O 6.337 4.842 3.075
O 1.713 4.006 5.195
O -2.322 -5.148 4.584
O -1.369 7.331 0.980
O 0.994 -0.430 -8.832
O 1.230 1.388 0.414
O -4.027 -3.719 4.503
O -0.690 6.000 -0.773
O -0.575 -0.599 -4.380
O 0.807 4.275 3.101
C 6.916 -2.665 1.653
C 1.677 -5.641 -0.023
C -0.509 6.613 0.276
C -4.255 -0.244 1.859
C 3.335 4.409 1.407
C 5.720 -3.461 3.536
C 0.284 2.071 -4.149
C 0.690 7.523 2.009
C 4.986 -4.170 1.213
C 0.574 3.389 -4.031
C 0.117 -1.321 0.450
C -0.688 8.217 1.844
C 0.762 1.784 -1.795
C -2.485 2.236 -2.053
C 0.844 0.924 -0.599
C 0.331 -6.209 1.861
C 5.393 4.612 2.341
C -0.204 -1.052 -1.941
C 0.273 1.207 -3.025
C 0.164 -0.298 -9.951
C -5.583 -2.167 1.709
C -0.748 -2.333 -1.984
C 1.016 3.124 -1.726
C 0.509 -6.225 0.487
C 4.022 -4.824 0.240
C 1.378 -5.852 2.661
C 3.664 -4.941 3.130
C -3.012 0.882 -0.071
C -3.668 0.341 -3.745
C 1.011 3.644 4.261
C 6.628 -2.616 3.015
C 4.407 4.157 0.357
C -2.827 -4.039 3.961
C 4.862 -4.192 2.660
C -3.203 1.543 -4.304
C 0.317 -0.511 -0.720
C -0.428 3.794 2.561
C 0.885 3.933 -2.859
C -5.339 -2.202 0.330
C -3.053 1.049 -1.495
C -0.811 -3.041 -0.803
C -3.676 0.127 -2.352
C -0.473 -2.560 0.454
C 0.215 -0.641 -7.654
C 6.020 -3.314 0.808
C -4.485 -1.121 -1.799
C 2.604 -5.393 2.183
C -5.068 -1.146 2.522
C -3.476 -5.795 5.134
C -0.251 -0.242 -3.244
C 2.722 -5.255 0.824
C -1.209 -0.210 -8.074
C -4.583 -1.219 -0.326
C -2.597 2.476 -3.433
C -4.332 -4.625 5.556
C -0.628 2.446 3.200
C -3.922 -0.268 0.487
H 2.602 5.011 0.870
H -2.116 3.313 -3.916
H -3.233 1.851 -5.339
H -1.173 -2.755 -2.883
H 7.271 -2.135 3.738
H 0.429 -0.851 1.371
H -0.272 -6.550 -0.185
H -0.471 3.555 1.499
H 0.700 -0.135 -6.820
H -0.388 1.624 2.526
H 0.761 4.043 -4.870
H 5.611 -3.369 4.607
H 2.846 3.559 1.883
H -0.667 -3.117 1.358
H -1.298 -3.997 -0.924
H 1.757 -5.632 -1.100
H 4.042 3.367 -0.300
H 7.757 -2.244 1.123
H -3.940 0.628 2.413
H 0.688 6.988 2.959
H 6.198 -3.347 -0.256
H -1.990 2.948 -1.409
H 1.388 -5.970 3.734
H 1.341 3.544 -0.786
H -3.228 -6.303 6.066
H -6.176 -2.972 2.116
H 0.046 1.657 -5.118
H -0.624 -6.508 2.268
H -4.145 -0.418 -4.346
H -2.045 -0.787 -7.677
H 1.124 4.984 -2.802
H -1.382 0.809 -7.728
H 1.542 8.196 2.104
H -5.418 -1.161 3.544
H -1.659 2.332 3.535
H -1.258 8.447 2.745
H -5.402 -4.694 5.754
H -4.001 -6.417 4.409
H -5.818 -2.963 -0.269
```